91
Properties=species:S:1:pos:R:3 method="wB97M-V/def2-TZVPD" e_tot_ev=-82512.172 s_squared=8.775 spin_multiplicity=6 orbital_gap_ev="7.5 / 6.0" charge=0
Pd 0.891 0.349 1.372
C 3.328 -3.035 1.963
C 1.829 -3.236 2.197
C 1.353 -2.519 3.455
C 1.048 -2.865 0.970
C 0.895 -3.632 -0.187
C 0.117 -2.877 -1.045
C -0.221 -3.239 -2.467
C 0.282 -2.186 -3.454
C -1.688 -3.592 -2.712
N -0.201 -1.732 -0.406
N 0.386 -1.721 0.826
B -1.079 -0.532 -0.855
N -0.105 0.601 -1.352
N 1.114 0.624 -0.739
C 1.934 1.390 -1.451
C 1.241 1.877 -2.557
C -0.047 1.373 -2.457
C -1.163 1.758 -3.394
C -0.910 1.237 -4.812
C -2.571 1.412 -2.937
C 3.361 1.610 -1.047
C 4.110 0.276 -1.023
C 4.053 2.618 -1.956
N -1.914 -0.056 0.360
N -1.252 0.566 1.369
C -2.112 0.793 2.357
C -3.361 0.293 1.984
C -3.201 -0.253 0.725
C -4.233 -1.113 0.043
C -4.626 -0.755 -1.387
C -3.818 -2.584 0.159
C -1.757 1.437 3.668
C -1.818 2.964 3.606
C -0.418 0.954 4.215
H 3.900 -3.359 2.834
H 3.673 -3.598 1.094
H 3.550 -1.981 1.789
H 1.648 -4.306 2.344
H 1.583 -1.452 3.433
H 0.275 -2.632 3.587
H 1.853 -2.936 4.331
H 1.302 -4.611 -0.383
H 0.356 -4.152 -2.644
H -0.280 -1.257 -3.356
H 1.335 -1.956 -3.284
H 0.165 -2.544 -4.478
H -2.334 -2.718 -2.635
H -1.800 -4.001 -3.718
H -2.042 -4.340 -2.002
H -1.795 -0.880 -1.732
H 1.608 2.539 -3.323
H -1.094 2.850 -3.433
H -0.992 0.150 -4.846
H -1.649 1.651 -5.500
H 0.082 1.512 -5.170
H -2.784 0.357 -3.098
H -2.730 1.636 -1.880
H -3.294 1.985 -3.520
H 3.354 2.017 -0.031
H 4.172 -0.141 -2.031
H 5.125 0.412 -0.645
H 3.602 -0.451 -0.388
H 4.090 2.256 -2.986
H 3.540 3.581 -1.950
H 5.078 2.779 -1.622
H -4.268 0.304 2.567
H -5.128 -0.973 0.656
H -3.849 -1.024 -2.098
H -5.526 -1.311 -1.657
H -4.839 0.308 -1.495
H -2.863 -2.755 -0.339
H -3.706 -2.876 1.204
H -4.564 -3.232 -0.305
H -2.536 1.109 4.363
H -1.037 3.362 2.957
H -2.780 3.307 3.225
H -1.676 3.383 4.604
H 0.419 1.313 3.602
H -0.247 1.351 5.217
H -0.373 -0.134 4.264
S 3.155 0.587 2.409
C 3.162 2.203 2.937
C 4.117 2.589 3.900
N 4.905 2.909 4.685
C 2.266 3.220 2.386
S 0.146 3.562 0.561
C 1.524 5.819 2.247
N 0.798 6.607 1.826
S 2.686 4.831 2.986
C 1.267 2.922 1.508